Entry 1:
The following is a quantum chemistry calculation of a structure of composition C10H6CdNO5S, from OMol25.

Element x y z (Å)
O -0.652205 2.693843 -5.812375
C -0.795459 2.253519 -4.776822
Cd -0.706084 1.392399 -2.715167
C -0.854558 1.668849 -0.508446
O -1.116378 1.784932 0.598488
C -0.819566 -1.041932 -2.855635
O -1.186159 -1.921897 -2.201111
C 1.722896 1.364805 -2.928954
O 2.816052 1.203732 -3.214057
C -3.164960 1.128177 -2.746632
O -4.240554 0.803740 -2.558766
H -0.288411 -0.559524 -3.743096
S 1.578344 -0.762482 -0.160731
C 1.142160 -0.782325 1.459371
N 0.088861 -1.619171 1.866699
C -0.296375 -1.672011 3.193705
C 0.312262 -0.934744 4.195806
C 1.440744 -0.163477 3.819827
C 1.868471 -0.173327 2.510299
H -0.385943 -2.161086 1.182418
H -1.176838 -2.285127 3.386026
H -0.009408 -0.987870 5.255097
H 2.013013 0.356144 4.580888
H 2.710095 0.414844 2.173175

Atomic forces in eV per Å
O -0.40 -1.13 2.00
C 0.40 1.71 -2.45
Cd -0.60 -1.35 1.25
C -0.48 1.32 3.30
O 0.61 -0.74 -2.68
C 1.34 6.07 -1.57
O -0.42 -2.29 0.34
C 3.18 -0.12 -0.72
O -2.84 0.27 0.81
C -2.58 0.31 0.30
O 2.04 0.15 -0.31
H -0.15 -4.47 -0.08
S -0.16 0.41 -0.32
C -0.65 -1.80 0.28
N 1.39 1.98 2.25
C -0.36 0.25 -0.02
C -0.11 -0.45 -0.48
C 0.05 -0.70 -0.39
C -0.43 0.94 0.10
H -0.33 -0.36 -0.63
H 0.35 0.03 -0.02
H 0.07 -0.05 -1.05
H -0.07 0.06 -0.14
H 0.12 -0.05 0.22

Total charge = +1
Gap between HOMO and LUMO (alpha / beta) = 0.19580 / 0.19584 hartree
LUMO level (alpha / beta) = -4.50 / -4.50 eV

=====

Entry 2:
The following is a quantum chemistry calculation of an isolated molecule of C10H6Cl2N2, from OMol25.

Element x y z (Å)
Cl -0.668982 -1.195397 4.337996
C -0.670839 -0.080930 2.997150
C -1.092810 1.246529 3.158816
C -1.074506 2.105023 2.022496
N -0.659419 1.676923 0.834697
C -0.279938 0.421391 0.650356
C 0.113117 0.041232 -0.753662
C 0.818812 -1.194578 -1.006540
C 1.227037 -1.549924 -2.287889
Cl 2.161545 -2.977394 -2.584630
C 0.871180 -0.725931 -3.370455
C 0.212143 0.436453 -3.098472
N -0.140157 0.812133 -1.857650
C -0.276277 -0.491883 1.719873
H -1.402720 1.666893 4.107619
H -1.420717 3.116865 2.104629
H 1.081042 -1.883441 -0.211572
H 1.157945 -0.979085 -4.403580
H 0.021287 1.081366 -3.923255
H 0.022258 -1.526245 1.564075

Atomic forces in eV per Å
Cl 0.02 0.31 -0.41
C -0.18 0.95 -0.68
C 0.21 0.45 -0.79
C 0.47 -2.28 0.71
N -0.37 0.92 -0.23
C -0.27 0.14 0.28
C 1.19 -1.51 -3.02
C -0.25 0.55 0.44
C -0.76 0.98 -0.28
Cl -0.14 0.06 0.18
C 1.00 -1.33 -0.19
C 0.03 -0.26 1.78
N -0.34 0.12 1.62
C 0.11 -0.38 -0.06
H -0.02 -0.31 0.04
H 0.00 0.37 -0.02
H 0.00 0.19 0.07
H -0.14 0.07 0.68
H -0.48 0.74 -0.24
H -0.10 0.23 0.10

Total charge = 0
Gap between HOMO and LUMO = 0.33649 hartree
LUMO level = -0.20 eV

=====

Largest force on an atom / hartree/bohr: 0.125 0.070
Energy above the lowest of the compared OMol25 structures with the same formula, charge and spin / kJ/mol: 0.0 24.8